Below is a cluster of 2 separate species, C4H8N2O in total at a distorted geometry, with properties calculated with ωB97M-V with the def2-TZVPD basis set.

Results
LUMO energy   0.6 eV
Max |F|   1.48 eV/Å
Energy relative to the best compared isomer or geometry (same formula, charge and spin)   285.57 kJ/mol
HOMO energy   -10.5 eV
Kohn-Sham gap   11.1455 eV
Calculated total energy   -341.894876 Eh

Geometry as XYZ:
```
15
Properties=species:S:1:pos:R:3:forces:R:3
C 1.074 -1.761 0.627 0.02 -0.12 0.03
N 0.441 -0.508 0.264 -0.53 0.02 -0.08
C -0.797 -0.458 -0.007 0.35 -0.03 0.12
C -1.478 0.833 -0.389 0.28 -0.11 -0.26
O -2.577 1.073 0.467 0.06 0.12 0.26
C 2.490 2.415 -1.171 -0.39 -0.63 0.64
N 1.982 1.607 -0.491 0.69 1.02 -0.82
H 1.806 -2.013 -0.148 -0.12 0.00 0.14
H 1.629 -1.610 1.559 -0.11 -0.09 -0.13
H 0.365 -2.592 0.746 0.10 0.16 -0.03
H 1.453 0.829 -0.062 -0.16 -0.20 0.05
H -1.448 -1.342 0.055 0.12 0.05 0.02
H -1.889 0.735 -1.398 0.03 0.00 0.09
H -0.754 1.659 -0.402 -0.17 -0.17 0.06
H -2.220 1.328 1.328 -0.17 -0.01 -0.08
```
Positions in Å, forces in eV/Å.

Below is a cluster of 2 separate species, C4H8N2O in total at a distorted geometry, with properties calculated with ωB97M-V with the def2-TZVPD basis set.

Results
SMILES string   Cc1cnc[nH]1.O
LUMO energy   0.8 eV
Max |F|   4.71 eV/Å
Energy relative to the best compared isomer or geometry (same formula, charge and spin)   267.48 kJ/mol
HOMO energy   -8.2 eV
Kohn-Sham gap   8.9904 eV
Calculated total energy   -341.901769 Eh

Geometry as XYZ:
```
15
Properties=species:S:1:pos:R:3:forces:R:3
C -2.730 0.132 -0.206 -1.46 0.84 -0.48
C -1.486 0.867 -0.014 1.52 1.88 2.98
C -0.684 0.938 1.137 1.81 -0.23 -4.34
N 0.502 1.695 0.803 -2.66 2.14 1.70
C 0.084 2.508 -0.160 -0.63 -2.88 0.59
N -1.115 2.001 -0.689 1.65 1.38 -0.94
H -2.609 -0.884 0.311 -0.69 1.36 -1.36
H -3.006 0.228 -1.345 0.25 -1.06 2.25
H -3.459 0.809 0.358 0.21 -1.44 -0.77
H -0.906 0.547 2.081 0.44 -1.13 1.06
H 0.524 3.443 -0.480 0.21 -0.45 -0.34
H -1.345 2.345 -1.600 -0.66 -0.41 -0.33
H 4.345 -5.411 -1.230 0.80 -0.94 0.77
H 3.670 -5.747 0.012 0.17 -0.42 0.55
O 4.497 -5.984 -0.431 -0.97 1.36 -1.31
```
Positions in Å, forces in eV/Å.

Below is a structure of composition C4H8N2O at a distorted geometry, with properties calculated with ωB97M-V with the def2-TZVPD basis set.

Results
LUMO energy   0.5 eV
Max |F|   12.66 eV/Å
Energy relative to the best compared isomer or geometry (same formula, charge and spin)   342.86 kJ/mol
HOMO energy   -8.6 eV
Kohn-Sham gap   9.1251 eV
Calculated total energy   -341.873055 Eh

Geometry as XYZ:
```
15
Properties=species:S:1:pos:R:3:forces:R:3
N 1.315 0.623 -0.019 -4.15 -11.59 -2.97
C 1.469 -0.659 0.334 3.04 2.17 0.90
C -0.030 0.651 -0.477 1.50 -0.16 0.55
C -0.601 -0.545 -0.202 -0.12 0.76 0.64
N 0.355 -1.360 0.373 -0.99 -0.42 -0.70
C -1.988 -0.927 -0.255 -1.78 -0.77 -0.69
H 2.455 -1.056 0.575 -0.47 0.05 0.26
H -0.381 1.521 -1.031 -0.18 -0.34 0.55
H 0.236 -2.324 0.695 0.10 0.77 -0.31
H -2.271 -1.565 0.600 0.03 0.26 -0.33
H -2.140 -1.499 -1.186 -0.43 0.03 0.35
H -2.650 -0.046 -0.271 0.29 -0.45 -0.01
O 1.753 2.575 0.393 -0.26 7.33 1.59
H 0.845 2.956 0.401 1.18 0.01 0.19
H 1.633 1.654 0.068 2.24 2.36 -0.01
```
Positions in Å, forces in eV/Å.

Below is a cluster of 2 separate species, C4H8N2O in total at a distorted geometry, with properties calculated with ωB97M-V with the def2-TZVPD basis set.

Results
SMILES string   CN/C=C\O.C#N
LUMO energy (spin up / spin down)   0.3 / 0.3 eV
Max |F|   1.63 eV/Å
Energy relative to the best compared isomer or geometry (same formula, charge and spin)   480.80 kJ/mol
HOMO energy (spin up / spin down)   -7.5 / -7.5 eV
Kohn-Sham gap (spin up / spin down)   7.8647 / 7.8648 eV
Calculated total energy   -341.820517 Eh

Geometry as XYZ:
```
15
Properties=species:S:1:pos:R:3:forces:R:3
C -1.829 0.666 0.811 -0.18 0.19 0.00
N -0.444 0.293 1.062 0.09 0.14 0.10
C 0.340 0.071 -0.069 0.22 0.59 0.38
C 1.693 -0.202 0.086 -0.15 0.03 0.02
O 2.379 0.417 1.074 -0.09 -0.03 0.72
C 0.161 -1.555 -1.527 -0.57 -1.29 -0.82
N -0.764 -2.252 -1.517 0.65 0.44 -0.03
H -2.386 -0.081 0.222 0.23 0.13 0.10
H -2.331 0.801 1.771 0.01 0.04 -0.16
H -1.848 1.619 0.276 -0.09 -0.08 0.09
H -0.398 -0.536 1.649 0.11 0.37 0.06
H -0.072 0.484 -0.983 -0.24 -0.72 -0.08
H 1.105 -1.068 -1.780 -0.27 -0.30 -0.25
H 2.238 -1.070 -0.282 0.01 0.63 -0.59
H 1.929 1.270 1.169 0.27 -0.17 0.45
```
Positions in Å, forces in eV/Å.

Below is a cluster of 2 separate species, C4H8N2O in total, with properties calculated with ωB97M-V with the def2-TZVPD basis set.

Results
SMILES string   [H]/N=C1\O[C@H]1N1CC1.[H][H]
LUMO energy   0.9 eV
Max |F|   0.39 eV/Å
Energy relative to the best compared isomer or geometry (same formula, charge and spin)   468.81 kJ/mol
HOMO energy   -9.6 eV
Kohn-Sham gap   10.5382 eV
Calculated total energy   -341.825084 Eh

Geometry as XYZ:
```
15
Properties=species:S:1:pos:R:3:forces:R:3
N 2.184 -1.001 -1.119 0.03 0.34 0.20
C 1.730 -0.125 -0.343 0.03 -0.28 -0.12
O 1.754 1.182 -0.080 -0.15 0.10 -0.13
C 0.807 0.182 0.708 -0.17 -0.15 0.16
N -0.548 0.113 0.501 0.18 -0.12 0.06
C -1.652 0.947 0.871 -0.12 0.16 0.17
C -1.359 0.618 -0.565 -0.05 0.00 -0.23
H 2.846 -0.609 -1.786 -0.01 0.07 0.01
H 0.305 -2.535 -0.322 -0.09 -0.09 0.03
H -0.325 -2.595 0.073 0.08 -0.05 -0.06
H 1.112 0.132 1.749 0.00 0.03 -0.17
H -2.447 0.413 1.390 0.09 0.20 -0.12
H -1.487 1.973 1.195 0.11 -0.14 -0.06
H -1.951 -0.126 -1.094 0.03 0.16 0.08
H -0.969 1.432 -1.178 0.04 -0.21 0.17
```
Positions in Å, forces in eV/Å.

Below is an isolated molecule of C4H8N2O at a distorted geometry, with properties calculated with ωB97M-V with the def2-TZVPD basis set.

Results
SMILES string   C[C@@]1(C(N)=O)CN1
LUMO energy   0.9 eV
Max |F|   1.03 eV/Å
Energy relative to the best compared isomer or geometry (same formula, charge and spin)   231.34 kJ/mol
HOMO energy   -9.3 eV
Kohn-Sham gap   10.2488 eV
Calculated total energy   -341.915532 Eh

Geometry as XYZ:
```
15
Properties=species:S:1:pos:R:3:forces:R:3
C -1.201 -1.341 0.128 0.24 0.05 0.18
C -0.214 -0.205 -0.109 0.17 0.20 0.77
C -0.730 1.040 -0.741 -0.07 0.30 -0.14
N -0.381 1.065 0.651 -0.62 0.69 0.46
C 1.223 -0.194 0.433 0.15 -0.90 -0.32
O 1.458 -0.688 1.520 0.05 -0.36 -0.59
N 2.162 0.535 -0.259 -0.02 -0.45 -0.19
H -2.180 -0.928 0.420 0.34 -0.03 -0.03
H -1.392 -1.980 -0.747 0.34 0.34 0.10
H -0.837 -1.977 0.936 -0.04 0.03 0.03
H -0.132 1.644 -1.421 0.01 0.05 0.27
H -1.796 1.097 -0.931 0.04 -0.40 -0.37
H -1.095 0.962 1.355 -0.66 0.30 -0.17
H 2.011 0.672 -1.244 0.05 -0.06 -0.04
H 3.104 0.298 0.009 0.02 0.24 0.05
```
Positions in Å, forces in eV/Å.

Below is a cluster of 2 separate species, C4H8N2O in total at a distorted geometry, with properties calculated with ωB97M-V with the def2-TZVPD basis set.

Results
SMILES string   CC(N)=C=N.C=O
LUMO energy   0.5 eV
Max |F|   3.36 eV/Å
Energy relative to the best compared isomer or geometry (same formula, charge and spin)   407.98 kJ/mol
HOMO energy   -7.4 eV
Kohn-Sham gap   7.8670 eV
Calculated total energy   -341.848252 Eh

Geometry as XYZ:
```
15
Properties=species:S:1:pos:R:3:forces:R:3
C -0.733 -1.539 -0.198 1.41 1.67 -1.17
C 1.477 -0.864 -1.178 0.75 0.54 2.38
C -0.425 1.923 1.890 -1.59 -1.58 0.27
C 0.070 -0.642 -0.776 -0.43 -1.01 0.27
N -1.608 -2.350 0.088 -1.12 -0.08 3.17
N -0.406 0.621 -1.194 -1.41 1.12 1.11
O 0.402 1.410 1.214 1.64 0.34 -0.19
H 1.570 -0.742 -2.192 -0.10 -0.30 -2.83
H 1.854 -1.821 -0.854 0.28 -0.18 0.02
H 2.154 -0.029 -0.857 -0.53 -0.71 0.58
H -0.248 2.653 2.660 0.27 0.83 0.35
H -1.447 1.473 1.818 -0.11 0.68 0.22
H 0.357 1.327 -1.085 -1.14 -0.87 0.08
H -1.196 0.866 -0.520 1.49 0.06 -1.63
H -1.821 -2.287 1.185 0.60 -0.51 -2.63
```
Positions in Å, forces in eV/Å.

Below is an isolated molecule of C4H8N2O at a distorted geometry, with properties calculated with ωB97M-V with the def2-TZVPD basis set.

Results
LUMO energy (spin up / spin down)   0.0 / 0.4 eV
Max |F|   3.86 eV/Å
Energy relative to the best compared isomer or geometry (same formula, charge and spin)   849.27 kJ/mol
HOMO energy (spin up / spin down)   -6.6 / -7.0 eV
Kohn-Sham gap (spin up / spin down)   6.5906 / 7.3894 eV
Calculated total energy   -341.680173 Eh

Geometry as XYZ:
```
15
Properties=species:S:1:pos:R:3:forces:R:3
C 1.442 1.141 -0.046 -1.85 2.59 1.97
C 0.075 1.174 -0.243 0.75 -2.00 -0.16
C 0.118 -1.303 -0.679 2.78 -2.05 -1.73
C -1.625 -0.218 0.743 1.89 0.71 1.83
N 2.246 0.125 -0.325 0.05 -2.33 -0.96
N -0.672 -0.178 -0.408 -0.69 1.37 -1.34
O 3.048 -0.484 0.430 -0.16 1.14 0.11
H 1.840 2.113 0.452 -0.30 -1.61 -1.06
H -0.722 1.876 -0.186 0.41 1.24 0.01
H 0.481 -1.562 -1.743 -1.06 1.03 1.93
H 0.342 -2.046 0.064 -0.19 0.27 0.42
H -2.248 -1.066 0.918 -0.19 -0.99 -0.77
H -0.926 -0.135 1.646 -1.12 -0.04 -1.16
H -2.242 0.668 0.701 -0.04 0.19 0.00
H -1.159 -0.105 -1.324 -0.30 0.48 0.92
```
Positions in Å, forces in eV/Å.